Entry 1:
# C39H35BBr2CdN9O3S3

C39H35BBr2CdN9O3S3 as an isolated structure (ωB97M-V/def2-TZVPD, OMol25).

Multiplicity = 1
LUMO level = 1.53 eV
E_HOMO = -4.2 eV
Total charge = -1

Geometry as XYZ:
```
93
Properties=species:S:1:pos:R:3:forces:R:3
H 1.49242 -3.90884 5.41483 -0.001 0.018 0.000
H 3.24319 1.62258 -0.44849 0.049 -0.042 0.075
S 2.41644 -1.17505 1.45486 0.059 0.553 -0.167
H 4.09016 -2.59997 -1.89367 0.008 -0.007 0.011
C -0.38739 -4.55894 1.39071 0.015 0.023 -0.072
H -2.72206 0.60664 1.30228 -0.004 -0.150 0.004
C 1.24960 2.57539 1.92930 -0.014 0.044 0.062
H -3.82461 3.32735 -1.88869 0.013 0.004 0.005
C 3.41016 -3.64414 2.09061 0.017 0.083 -0.034
H 4.24627 -5.52721 2.55467 0.018 0.022 -0.001
C 1.84948 -2.72561 3.66259 0.013 0.034 0.026
C -3.66356 0.15918 -0.98639 -0.135 -0.017 0.020
C -0.10823 4.74112 -1.10284 0.047 -0.010 0.024
N 0.08861 2.35854 -1.11500 -0.431 0.093 -0.499
C 1.34982 -4.55859 -2.11294 -0.027 -0.001 0.051
O 4.15658 -6.80332 4.84110 -0.013 -0.005 -0.006
S -2.19999 -0.40212 -1.66166 0.104 -0.141 0.131
H -1.35341 3.33981 -0.04568 -0.039 0.045 -0.102
C 1.44725 -2.11858 -1.63170 -0.017 -0.117 0.038
H -3.96606 2.09736 2.82886 -0.010 0.023 -0.023
C 3.87838 2.80529 1.22904 -0.013 -0.061 -0.045
C 0.98114 4.84020 -1.95253 0.018 0.041 0.021
H 4.91369 2.85801 0.92734 0.006 0.016 -0.001
H 2.53162 1.74776 -4.29290 0.003 0.019 0.011
C -3.38582 -3.89714 -0.48620 0.054 0.027 -0.030
C -2.21600 -2.91461 1.11209 0.099 0.117 -0.059
H 1.34912 -6.66499 -2.52064 -0.002 0.002 0.012
H 0.46158 -3.98470 1.02524 0.068 0.061 -0.046
H -5.51377 -2.43244 0.13863 -0.001 0.042 -0.018
C 1.14273 2.44482 -1.93205 -0.106 -0.031 -0.250
C 2.56270 -2.58096 2.45742 -0.313 -0.117 -0.038
N -1.61388 -4.07951 0.78364 0.052 0.019 -0.031
C -0.50897 3.46995 -0.71658 -0.131 0.004 -0.202
H -4.18218 -4.01369 -1.19782 -0.028 -0.005 0.027
H -0.63385 5.61639 -0.74577 -0.003 -0.001 0.008
H 3.91425 -3.59229 1.13335 0.017 0.003 0.016
H -4.65949 -1.64898 1.78071 -0.013 -0.038 -0.011
H 5.19378 -4.79239 -2.32399 0.002 0.003 -0.004
C 3.43213 3.37674 2.40177 -0.024 0.059 0.072
H -5.97917 2.42988 -0.63456 0.003 0.001 -0.022
C 2.92952 -4.83608 4.14092 0.037 0.028 0.006
C 3.59668 -4.73364 2.91625 -0.047 -0.048 -0.012
N 2.06880 -1.04674 -2.13403 -0.009 0.141 -0.020
C 3.50764 -3.50059 -2.03352 -0.015 0.003 -0.010
C -0.82472 3.33699 3.11292 0.020 0.041 -0.071
Cd 0.01038 -0.12603 0.04309 -0.197 -0.380 0.454
H -4.20214 2.20081 -3.21439 -0.006 -0.002 0.004
O 2.46854 -6.12737 6.09125 -0.006 0.005 -0.012
C -2.20620 1.39799 1.82177 -0.003 -0.009 -0.028
H 4.63174 -6.49580 4.06135 0.009 0.005 0.005
N -4.21566 1.37520 -1.28542 0.065 0.071 0.038
C 2.94531 2.11863 0.46708 0.002 -0.016 0.264
H -0.26570 -5.61152 1.13898 0.004 0.014 -0.011
C 3.12958 -5.94344 5.10222 -0.015 -0.029 -0.018
H 3.19908 0.23791 -3.63075 0.000 0.010 -0.002
C -3.69170 2.30981 -2.25575 0.011 0.011 0.012
H -2.01660 -5.62370 -0.66262 0.027 0.007 0.000
H -6.30784 0.13398 0.85672 0.005 -0.001 0.003
C 4.11368 -4.72437 -2.27661 -0.001 -0.011 0.008
N -4.48517 -0.43843 -0.10339 0.111 0.029 0.022
B -4.53766 -1.87776 0.60105 0.035 0.063 -0.003
C -2.32249 -4.68718 -0.23172 -0.051 -0.046 0.012
H -2.63563 2.09345 -2.39822 0.026 0.018 0.018
H 1.33965 5.80819 -2.28022 -0.001 -0.001 -0.007
H -0.44657 -4.43608 2.47041 0.007 -0.020 -0.015
C -2.18469 3.21544 3.32330 -0.028 0.049 0.024
C 1.61279 3.68382 -2.37482 0.008 -0.034 0.022
N -3.32923 -2.80186 0.35355 -0.172 -0.084 -0.015
C 3.33912 -5.86434 -2.45226 -0.004 0.006 0.004
C -2.90552 2.23358 2.67962 0.035 -0.029 -0.033
C -5.37936 1.53985 -0.56467 -0.008 -0.013 -0.012
N -0.89777 1.50143 1.59645 0.001 -0.046 0.209
H 3.75868 1.80425 -3.02342 0.024 0.012 -0.019
N 1.66508 2.01431 0.80186 0.606 -0.409 0.601
C 1.81646 1.19202 -2.34172 -0.174 0.070 -0.089
O 0.38327 -2.15445 -0.97399 0.011 -0.067 -0.067
H 1.77378 3.69545 3.71105 -0.022 -0.012 0.016
Br -3.05763 4.43331 4.47770 0.009 -0.022 0.011
Br 4.63797 4.32189 3.51258 0.002 -0.016 0.001
S -1.58702 -1.81040 2.23669 0.059 0.326 -0.102
H 1.14163 -1.95316 3.93338 0.019 -0.009 0.010
N 1.45496 0.09997 -1.76703 0.162 -0.022 -0.162
C 1.95505 -5.77845 -2.37714 0.011 0.001 0.002
C -5.53394 0.41548 0.16466 0.027 -0.051 -0.002
H 3.81380 -6.81927 -2.64264 0.002 0.000 -0.006
H -0.27239 4.12894 3.59358 0.027 -0.006 0.007
C 2.03582 -3.81792 4.48294 -0.029 -0.001 -0.005
C 2.12257 -3.41592 -1.94437 0.009 -0.008 -0.016
H 0.27332 -4.46784 -2.03213 -0.008 -0.012 0.022
C -0.20880 2.45323 2.23260 0.061 -0.077 0.059
H 2.47053 3.73718 -3.02946 -0.007 0.011 -0.011
C 2.88888 1.24966 -3.38883 -0.014 -0.048 -0.015
C 2.10722 3.26901 2.77796 0.047 -0.003 -0.023
```
Forces are in eV/Å.

Entry 2:
# C39H35BaClN2Si2

C39H35BaClN2Si2 as an isolated structure (ωB97M-V/def2-TZVPD, OMol25).

Multiplicity = 1
LUMO level (spin up / spin down) = -0.20 / -0.35 eV
E_HOMO (spin up / spin down) = -6.1 / -4.0 eV

Geometry as XYZ:
```
80
Properties=species:S:1:pos:R:3:forces:R:3
C -0.51353 2.70832 -2.01078 -0.368 -0.040 -0.121
H -3.91400 2.08448 -0.25585 0.187 0.038 -0.138
H -0.72377 2.88541 3.73404 0.060 0.041 0.371
H 2.92416 1.43429 -5.54070 -0.267 0.194 -0.067
Si 1.00375 -0.11434 -3.97617 2.068 0.135 -2.639
H 0.93119 -4.83717 -7.18794 0.150 0.339 0.163
C -0.75594 1.47334 -1.38537 0.305 0.191 -0.221
C -0.72514 -3.93074 -0.63227 -0.159 0.075 0.003
C 2.00866 -2.70640 -4.73095 -0.511 0.096 -0.598
C -0.84460 -2.11843 4.38116 -0.202 0.239 -0.170
H -0.24356 -4.78612 -0.15516 -0.161 0.260 -0.093
C 2.52105 -1.64079 5.76042 0.317 0.785 1.194
H 3.50865 -1.22282 8.99418 -0.122 0.017 -0.241
C -2.04335 -0.26331 3.72917 0.194 -0.359 -0.004
H -1.36010 -0.50246 5.85542 0.100 -0.128 -0.508
C 1.92859 -3.85563 -5.52758 -0.009 -0.060 -0.061
H -2.44786 -5.06985 -1.28583 0.159 0.332 0.005
H -0.11235 -0.69873 -6.53082 0.042 -0.387 0.153
H -1.49406 4.47759 5.50836 0.166 -0.134 0.084
C 1.21096 -1.59329 -5.05491 -0.050 -0.616 -0.707
H -0.34275 -2.85988 5.00824 -0.110 0.335 -0.262
H 1.70327 0.01947 -2.35021 -0.782 -0.107 -0.338
H -3.56140 -3.08428 -2.31627 0.294 0.087 0.257
C 0.83487 1.42547 -4.97612 -0.432 0.243 -0.223
H 2.56295 -4.71893 -5.30115 -0.307 0.292 -0.045
C 0.74458 2.61200 7.27642 -0.774 1.079 -0.041
C -0.08260 -2.68478 -0.62730 -0.205 -0.397 -0.256
C -1.54702 3.63849 -2.14840 -0.046 -0.117 0.264
H -3.63352 4.06645 -1.73682 0.259 -0.067 0.098
H 2.44419 1.00358 8.53700 0.141 -0.416 -0.081
N 2.01530 -0.41585 5.50677 0.084 -0.874 -0.695
C 0.55665 3.64563 -6.65058 0.036 -0.200 0.220
C -1.15451 -2.25894 2.99884 -0.062 0.162 0.041
H 3.45654 -2.97710 7.16363 -0.040 0.133 0.020
H -0.37791 -0.35919 -3.52277 -0.388 0.249 1.008
C -0.55209 3.16356 -5.94324 0.195 -0.032 -0.097
H -2.36933 -0.97725 1.61794 0.214 -0.031 0.327
H -1.38170 4.55411 -2.71223 0.004 -0.155 0.124
C -0.33176 2.83014 4.75811 0.434 0.128 1.232
C -0.18919 3.62315 7.02612 1.276 -1.030 0.853
C 1.91419 0.49719 6.51630 -1.281 1.719 -0.277
C -0.65646 -1.58556 -1.27319 -0.037 -0.038 -0.034
C -0.74857 3.72318 5.75033 -0.404 -0.178 -1.516
C 3.06452 -1.01569 8.02091 -0.415 1.552 0.271
C -1.96166 -1.72565 -1.79981 0.263 -0.455 -0.234
N 0.57217 1.85554 4.99856 -0.445 0.345 -0.926
H -2.61397 0.66705 3.76626 0.243 -0.292 -0.010
C -0.42221 2.04459 -5.12691 0.324 0.035 -0.010
C -1.90197 -1.11567 2.59590 0.167 -0.046 0.240
C 1.08751 1.70777 6.25401 1.119 -1.739 0.521
H -1.51820 3.65390 -6.02847 0.137 -0.046 -0.090
C 1.80485 3.02892 -6.50665 0.007 -0.177 0.075
Ba 0.89056 -0.03452 3.10065 -0.711 -0.199 0.868
C -2.97512 2.24723 -0.78316 0.214 0.050 -0.026
C 2.48309 0.22704 7.77336 0.571 -0.822 0.558
H 0.46723 2.93424 -2.43339 -0.316 -0.143 -0.055
H -1.29266 1.64827 -4.58491 0.393 0.231 -0.281
C -1.95500 1.29536 -0.68097 -0.374 0.258 -0.295
C 1.04564 -3.91175 -6.61764 0.091 0.284 0.298
C -1.38649 -0.88321 4.82897 -0.206 -0.142 -0.221
C -1.96699 -4.08972 -1.25847 0.446 0.239 0.116
C 1.95303 1.92210 -5.66073 -0.427 0.455 -0.228
Cl 1.69043 0.17579 0.16465 0.223 -0.078 0.101
H -2.49533 -0.86305 -2.20478 0.275 -0.244 -0.086
H -0.46568 4.31057 7.82356 0.022 -0.132 -0.196
H 2.69023 -2.64978 -3.87936 -0.234 -0.150 -0.204
C -2.79931 3.38409 -1.57875 0.264 -0.262 0.132
C -2.58601 -2.97766 -1.83391 0.027 0.287 0.160
H 2.66958 3.40411 -7.05799 -0.286 -0.071 0.154
H -2.12296 0.40067 -0.08076 0.042 0.183 -0.236
H 0.44577 4.50287 -7.31500 0.051 -0.198 0.202
H 2.48547 -2.35926 4.93300 0.117 0.142 0.274
C 0.30841 -2.77662 -6.97698 0.155 0.057 0.051
H 1.20587 2.49094 8.25269 -0.280 0.203 -0.134
H 0.87650 -2.57700 -0.12292 -0.104 -0.091 -0.201
H -0.93002 -3.12136 2.36526 -0.069 0.306 0.262
H -0.34514 -2.79400 -7.85098 0.204 -0.055 0.224
C 0.41553 -1.60727 -6.22162 0.233 -0.543 0.181
C 3.05917 -1.97947 7.00788 -0.290 -0.724 -1.402
Si 0.36065 -0.02339 -1.57134 -1.400 0.178 3.164
```
Forces are in eV/Å.

Entry 3:
# C39H35Cl2LuNO2P

C39H35Cl2LuNO2P as an isolated structure (ωB97M-V/def2-TZVPD, OMol25).

Multiplicity = 1
LUMO level = -0.76 eV
E_HOMO = -7.9 eV

Geometry as XYZ:
```
81
Properties=species:S:1:pos:R:3:forces:R:3
C -16.01861 -9.12520 -11.73819 0.260 -0.207 -0.580
Lu -13.03723 -2.10538 -9.30256 -0.401 -0.551 0.172
H -14.27388 -1.04465 -6.61074 -0.236 0.248 0.245
H -20.54076 -5.54051 -6.21747 -0.504 -0.148 0.795
Cl -7.12864 -2.17007 -13.89104 -0.046 -0.131 0.233
H -14.75297 2.24028 -9.77710 -0.385 -0.364 0.324
C -14.78600 -3.01352 -7.52690 1.739 0.132 0.291
C -17.57532 -7.37849 -11.21570 -1.097 0.082 0.753
C -15.06997 0.35978 -10.76398 0.455 0.792 -0.374
P -16.71168 -4.74547 -10.37371 -0.345 -0.156 0.564
H -14.83134 -1.86293 -13.87786 -0.231 0.631 -0.415
C -17.02426 0.14554 -8.42141 -0.186 -0.980 -0.870
H -17.76974 1.77466 -10.47104 -0.196 0.070 -0.555
C -17.38727 2.23049 -9.56739 1.518 -0.137 0.602
H -18.16265 -9.35070 -11.62688 -0.081 -0.235 -0.327
H -21.38417 -4.70434 -8.39903 0.860 -0.373 -0.059
C -15.34992 0.17556 -13.16516 -0.589 -1.638 -0.316
H -16.87090 -5.51251 -13.09694 -0.310 -0.288 -0.736
C -10.15273 -0.93319 -10.02103 -0.952 0.011 0.727
C -18.05161 -4.99552 -9.10952 1.063 -0.692 -0.125
H -14.47442 0.83540 -8.72428 0.058 -0.082 -0.364
C -19.84910 -5.41252 -7.00587 0.702 0.422 -2.148
O -11.78312 -3.28254 -10.56137 0.425 -0.217 -0.187
H -18.27372 -2.22239 -10.70921 0.602 -0.432 -0.137
C -9.14284 -3.73932 -12.98858 -0.487 -0.508 0.495
C -13.98678 -2.03639 -6.89842 1.509 -0.456 0.027
C -17.98503 -3.94804 -14.15318 -0.082 0.867 -0.845
C -15.44735 0.90300 -12.02166 -0.323 0.833 1.579
C -14.43127 -1.63296 -11.89587 0.640 -0.116 1.436
C -12.62991 -2.55552 -6.76470 -1.806 -0.895 -0.988
H -11.91594 -4.64955 -7.32418 0.765 -0.082 -0.074
C -15.32240 -6.92178 -11.26783 2.041 0.612 0.787
C -8.41077 -2.58500 -12.76493 0.812 0.479 -1.726
C -18.08641 -2.71349 -11.67211 0.210 -1.316 1.326
H -8.88875 -4.41350 -13.78645 0.184 -0.143 -0.115
N -16.43817 1.36488 -8.86301 -0.184 1.125 -0.607
H -11.81010 -2.07475 -6.29206 0.496 0.360 0.256
H -16.89123 3.19455 -9.72343 -0.110 -0.184 -0.482
H -8.25941 -0.76389 -11.64554 -0.049 -0.439 -0.414
Cl -13.93138 -5.92091 -11.00723 0.635 0.650 -0.131
H -16.28535 -0.36350 -7.82653 0.214 -0.522 0.293
H -18.59720 -7.08943 -10.96171 0.187 -0.023 -0.249
H -16.51742 -5.69743 -7.84278 -0.260 -0.161 0.537
C -14.87865 -1.13888 -13.06433 -0.275 -0.187 -1.873
H -19.01829 -2.27847 -14.81881 -0.499 1.024 -1.243
H -15.85910 1.91755 -12.07629 0.155 -0.289 0.106
C -12.64850 -3.87855 -7.33640 -0.465 1.530 0.567
H -17.99045 -4.35078 -15.14634 0.133 -0.424 -0.288
C -15.01214 -8.19996 -11.57652 0.286 -1.523 -0.685
C -17.59229 -5.51906 -7.88729 -0.080 0.802 -0.637
H -15.73931 -10.14040 -12.03432 -0.413 0.260 0.267
C -15.14105 1.23499 -9.50591 0.218 0.022 -0.338
C -9.87350 -1.97109 -10.97415 0.853 1.736 -0.172
C -18.47762 -5.67617 -6.83432 -0.718 -0.623 -0.339
O -11.19804 -0.86492 -9.33584 0.437 0.032 -0.130
H -18.15525 -6.14250 -5.92124 0.216 0.173 0.373
H -19.02714 -1.15062 -12.72450 -0.786 1.485 0.489
C -10.66147 -3.09171 -11.19894 -1.428 -0.810 0.391
H -13.97021 -8.43897 -11.68091 0.172 -0.325 -0.116
C -19.38996 -4.79369 -9.29661 -1.113 0.655 0.348
H -19.75311 -4.34827 -10.19172 -0.123 0.080 -0.860
C -13.93993 -4.10951 -7.81072 -0.397 0.264 0.444
C -17.49724 -3.99815 -11.81997 -0.663 0.991 0.171
H -9.42958 -0.10821 -9.80576 -0.124 -0.661 -0.617
H -14.27222 -5.04755 -8.15801 -0.277 -0.791 -0.635
H -15.85163 0.48827 -14.06130 0.307 0.374 -0.456
C -10.21536 -4.00560 -12.18352 -0.721 -1.209 -0.343
C -20.31661 -4.98071 -8.27677 0.120 -0.049 1.656
C -17.43705 -4.59500 -13.08879 0.729 0.115 1.932
H -10.78409 -4.94727 -12.34318 0.287 0.914 0.213
H -18.17542 2.43637 -8.88849 -1.076 0.074 0.533
C -14.48497 -0.89829 -10.70691 0.273 -0.255 1.039
H -17.38016 -0.57900 -9.23388 0.456 0.801 0.634
C -17.32405 -8.67618 -11.59773 -0.236 -0.518 0.393
C -18.51878 -2.67614 -13.99498 -0.012 -1.812 0.247
C -16.55679 -6.47879 -10.97382 -1.046 1.142 0.016
H -13.97140 -2.61602 -11.88868 -0.067 -0.315 -0.144
H -17.87090 0.37009 -7.79762 -0.469 0.057 0.331
C -8.79956 -1.69825 -11.84402 0.662 1.077 1.699
C -18.60830 -2.10348 -12.75582 0.333 0.126 -1.199
H -15.82487 -2.99727 -7.66637 -1.164 0.217 -0.396
```
Forces are in eV/Å.

Values for strongest force on any atom, eV/Å, ordered as above
0.9 3.5 2.3